1.
{"formula": "C4H13N2", "method": "ωB97M-V/def2-TZVPD", "max_force_ev_per_a": 2.9, "s2": 0.75, "e_lumo_ev": [-8.926, -12.642], "e_tot_ev": -7319.307, "mol_weight_da": 89.16, "multiplicity": 2, "orbital_gap_ev": [10.79, 7.64], "total_charge": 2, "de_lowest_kcal_mol": 16.81, "symbols": ["C", "C", "C", "N", "H", "H", "H", "H", "H", "H", "H", "H", "C", "N", "H", "H", "H", "H", "H"], "coordinates": [[2.899, 0.270, 2.061], [1.504, 0.425, 1.782], [0.821, -0.284, 0.770], [-0.550, -0.110, 0.524], [3.304, -0.662, 1.679], [3.490, 1.121, 1.682], [3.032, 0.274, 3.148], [0.932, 1.161, 2.338], [1.286, -1.051, 0.167], [-0.910, 0.764, 0.909], [-0.804, -0.185, -0.813], [-1.094, -0.879, 0.959], [-2.566, -0.074, -2.046], [-1.080, -0.171, -2.018], [-2.964, -0.157, -3.046], [-2.871, 0.864, -1.601], [-2.991, -0.881, -1.463], [-0.779, -1.014, -2.487], [-0.658, 0.587, -2.547]]}

***

2.
{"formula": "C2H11N4", "method": "ωB97M-V/def2-TZVPD", "max_force_ev_per_a": 4.0, "e_lumo_ev": -4.237, "e_tot_ev": -8202.509, "mol_weight_da": 91.14, "multiplicity": 1, "orbital_gap_ev": 10.31, "total_charge": 1, "de_lowest_kcal_mol": 122.36, "symbols": ["C", "C", "N", "N", "N", "N", "H", "H", "H", "H", "H", "H", "H", "H", "H", "H", "H"], "coordinates": [[0.130, -1.820, -0.786], [0.414, 0.075, 1.351], [-1.701, 0.678, -0.043], [0.560, 1.760, -0.254], [0.471, -0.424, -0.975], [0.120, 0.483, -0.023], [-0.947, -1.975, -0.701], [0.495, -2.357, -1.658], [0.640, -2.220, 0.087], [-0.173, -0.797, 1.629], [1.475, -0.163, 1.449], [0.166, 0.899, 2.019], [-2.045, 0.254, 0.812], [-1.817, 1.686, 0.026], [1.437, 1.989, 0.202], [0.555, 2.034, -1.230], [0.220, -0.102, -1.905]]}

***

3.
{"formula": "C4H8O2", "method": "ωB97M-V/def2-TZVPD", "max_force_ev_per_a": 0.9, "e_lumo_ev": 0.455, "e_tot_ev": -8367.354, "mol_weight_da": 88.11, "multiplicity": 1, "orbital_gap_ev": 8.20, "total_charge": 0, "de_lowest_kcal_mol": 136.69, "symbols": ["C", "C", "O", "C", "C", "O", "H", "H", "H", "H", "H", "H", "H", "H"], "coordinates": [[-1.351, 1.809, 0.136], [-0.405, 0.820, -0.471], [-0.887, 0.051, -1.385], [1.128, -0.383, 0.405], [0.739, -1.755, 0.106], [0.535, -2.123, -1.092], [-1.616, 1.319, 1.088], [-0.771, 2.691, 0.422], [-2.282, 2.087, -0.376], [1.763, 0.130, -0.298], [1.046, 0.015, 1.413], [0.390, -2.387, 0.946], [1.961, -1.529, 0.622], [-0.248, -0.744, -1.516]]}

***

4.
{"formula": "C28H28N3O4S", "method": "ωB97M-V/def2-TZVPD", "max_force_ev_per_a": 1.4, "e_lumo_ev": -3.087, "e_tot_ev": -52980.797, "smiles": "CC[NH+](CC)CCN(C(=O)c1ccc(C(=O)c2ccccc2)cc1)c1nc2cc3c(cc2s1)OCO3", "mol_weight_da": 502.62, "multiplicity": 1, "orbital_gap_ev": 7.14, "total_charge": 1, "de_lowest_kcal_mol": 3.11, "symbols": ["C", "C", "N", "C", "C", "C", "C", "N", "C", "O", "C", "C", "C", "C", "C", "O", "C", "C", "C", "C", "C", "C", "C", "C", "C", "N", "C", "C", "C", "C", "C", "C", "S", "O", "C", "O", "H", "H", "H", "H", "H", "H", "H", "H", "H", "H", "H", "H", "H", "H", "H", "H", "H", "H", "H", "H", "H", "H", "H", "H", "H", "H", "H", "H"], "coordinates": [[-7.570, -0.883, -0.665], [-6.210, -1.536, -0.850], [-5.157, -1.042, 0.074], [-5.525, -1.124, 1.508], [-5.799, -2.555, 1.939], [-4.641, 0.292, -0.321], [-3.476, 0.156, -1.305], [-2.218, -0.223, -0.664], [-1.980, -1.539, -0.374], [-2.933, -2.322, -0.264], [-0.595, -2.001, -0.247], [-0.298, -3.000, 0.680], [0.988, -3.489, 0.776], [1.991, -2.994, -0.053], [3.367, -3.577, 0.060], [3.513, -4.767, 0.228], [4.501, -2.635, -0.047], [5.744, -3.138, -0.435], [6.836, -2.298, -0.534], [6.703, -0.952, -0.228], [5.477, -0.449, 0.182], [4.377, -1.282, 0.270], [1.683, -2.033, -1.014], [0.400, -1.538, -1.113], [-1.334, 0.809, -0.390], [-1.373, 1.927, -1.017], [-0.481, 2.827, -0.520], [-0.289, 4.121, -1.024], [0.661, 4.874, -0.390], [1.410, 4.390, 0.704], [1.240, 3.129, 1.217], [0.271, 2.358, 0.580], [-0.203, 0.730, 0.967], [2.269, 5.354, 1.118], [2.057, 6.468, 0.274], [1.049, 6.146, -0.663], [-7.515, 0.201, -0.709], [-8.222, -1.212, -1.469], [-8.035, -1.172, 0.273], [-5.855, -1.361, -1.868], [-6.296, -2.614, -0.711], [-4.298, -1.703, -0.060], [-4.677, -0.741, 2.081], [-6.387, -0.483, 1.699], [-4.979, -3.206, 1.642], [-5.883, -2.590, 3.021], [-6.726, -2.940, 1.524], [-5.439, 0.877, -0.779], [-4.297, 0.827, 0.566], [-3.288, 1.116, -1.790], [-3.706, -0.590, -2.070], [-1.080, -3.375, 1.321], [1.234, -4.260, 1.490], [5.826, -4.190, -0.662], [7.792, -2.691, -0.844], [7.556, -0.296, -0.300], [5.382, 0.596, 0.436], [3.430, -0.889, 0.613], [2.447, -1.687, -1.694], [0.161, -0.807, -1.872], [-0.857, 4.484, -1.860], [1.811, 2.767, 2.054], [2.990, 6.713, -0.256], [1.740, 7.333, 0.876]]}

***

5.
{"formula": "C5H12NO2", "method": "ωB97M-V/def2-TZVPD", "max_force_ev_per_a": 1.4, "e_lumo_ev": 4.337, "e_tot_ev": -10966.356, "mol_weight_da": 118.16, "multiplicity": 1, "orbital_gap_ev": 8.62, "total_charge": -1, "de_lowest_kcal_mol": 14.61, "symbols": ["O", "C", "O", "C", "H", "H", "H", "C", "C", "C", "N", "H", "H", "H", "H", "H", "H", "H", "H", "H"], "coordinates": [[-0.116, 0.825, 1.327], [1.116, 0.778, 1.096], [1.678, 0.249, 0.100], [2.032, 1.562, 2.045], [2.814, 0.929, 2.462], [2.534, 2.354, 1.484], [1.448, 2.030, 2.837], [-0.916, -0.150, -1.453], [-1.125, -1.394, -0.628], [-2.409, -1.344, 0.239], [0.037, -0.467, -2.539], [-0.503, 0.583, -0.756], [-1.867, 0.209, -1.861], [-0.280, -1.550, 0.044], [-1.174, -2.287, -1.260], [-3.252, -1.130, -0.423], [-2.303, -0.559, 0.985], [-2.556, -2.314, 0.716], [0.963, -0.282, -2.187], [-0.137, 0.110, -3.347]]}

***

6.
{"formula": "C30H42Br2N2P2Sn", "method": "ωB97M-V/def2-TZVPD", "max_force_ev_per_a": 2.9, "e_lumo_ev": [-9.487, -8.404], "e_tot_ev": -199245.854, "mol_weight_da": 771.15, "multiplicity": 1, "orbital_gap_ev": [3.74, 4.82], "total_charge": 2, "de_lowest_kcal_mol": 0.00, "symbols": ["C", "C", "C", "C", "N", "C", "C", "C", "C", "C", "C", "C", "C", "C", "Sn", "P", "H", "H", "H", "H", "H", "H", "H", "H", "C", "C", "H", "H", "H", "H", "H", "C", "C", "H", "H", "H", "H", "H", "C", "C", "H", "H", "H", "H", "H", "Br", "P", "C", "C", "H", "H", "H", "H", "H", "C", "C", "H", "H", "H", "H", "H", "C", "C", "H", "H", "H", "H", "H", "Br", "C", "C", "C", "C", "N", "C", "H", "H", "H", "H"], "coordinates": [[-0.519, 6.893, -3.709], [-0.717, 5.530, -4.001], [-0.999, 5.208, -5.336], [-1.183, 6.231, -6.281], [-1.045, 7.528, -5.968], [-0.718, 7.859, -4.712], [-0.696, 4.501, -2.984], [-0.762, 3.719, -2.040], [-0.916, 2.876, -0.915], [0.211, 2.625, -0.122], [0.133, 1.624, 0.851], [-1.037, 0.870, 0.909], [-2.218, 1.198, 0.244], [-2.156, 2.250, -0.672], [-0.488, -1.265, 0.605], [2.124, -1.638, 1.123], [-1.105, 4.177, -5.659], [-0.235, 7.231, -2.717], [-1.447, 6.000, -7.319], [-0.610, 8.928, -4.497], [-3.034, 2.573, -1.233], [1.139, 3.191, -0.274], [-3.134, 0.642, 0.385], [0.982, 1.442, 1.500], [2.473, -3.182, 2.049], [3.464, -4.192, 1.459], [1.499, -3.670, 2.211], [2.827, -2.866, 3.044], [3.622, -5.007, 2.176], [3.082, -4.640, 0.536], [4.447, -3.751, 1.260], [2.663, -1.791, -0.632], [3.293, -0.560, -1.276], [1.753, -2.064, -1.202], [3.334, -2.663, -0.698], [3.150, -0.604, -2.365], [2.852, 0.377, -0.918], [4.370, -0.523, -1.081], [3.223, -0.396, 1.889], [4.707, -0.772, 1.855], [2.875, -0.290, 2.931], [3.042, 0.567, 1.382], [5.294, 0.090, 2.194], [4.934, -1.608, 2.528], [5.064, -1.031, 0.850], [-1.412, -1.731, 3.208], [-2.537, -3.482, -1.271], [-0.710, -3.758, -1.250], [-0.284, -5.174, -1.641], [-0.341, -3.568, -0.224], [-0.265, -3.034, -1.943], [0.790, -5.192, -1.866], [-0.484, -5.890, -0.834], [-0.816, -5.531, -2.529], [-3.056, -3.236, 0.479], [-4.428, -3.808, 0.841], [-3.051, -2.157, 0.685], [-2.302, -3.710, 1.112], [-4.539, -3.820, 1.936], [-5.249, -3.209, 0.425], [-4.550, -4.835, 0.473], [-2.678, -1.785, -1.964], [-2.896, -1.800, -3.481], [-1.776, -1.201, -1.704], [-3.542, -1.312, -1.477], [-3.210, -0.805, -3.822], [-1.986, -2.081, -4.023], [-3.675, -2.518, -3.760], [-2.753, 2.060, 6.731], [-1.143, 1.996, 5.723], [0.023, 2.573, 6.233], [1.175, 2.463, 5.465], [1.120, 1.796, 4.226], [0.010, 1.258, 3.765], [-1.124, 1.353, 4.470], [0.001, 3.087, 7.187], [2.131, 2.865, 5.783], [2.020, 1.719, 3.605], [-2.001, 0.858, 4.073]]}

***

7.
{"formula": "C13H8F3N2OS2Zn", "method": "ωB97M-V/def2-TZVPD", "max_force_ev_per_a": 1.2, "e_lumo_ev": 2.529, "e_tot_ev": -96880.364, "mol_weight_da": 394.74, "multiplicity": 1, "orbital_gap_ev": 5.55, "total_charge": -1, "de_lowest_kcal_mol": 64.83, "symbols": ["Zn", "F", "C", "F", "F", "C", "C", "C", "C", "N", "C", "S", "H", "H", "H", "O", "S", "C", "N", "C", "C", "C", "C", "C", "C", "H", "H", "H", "H", "H"], "coordinates": [[-0.005, 0.349, -0.276], [4.708, -0.309, 4.243], [3.447, -0.339, 3.737], [2.925, -1.514, 4.128], [2.771, 0.626, 4.381], [3.449, -0.162, 2.247], [4.654, -0.036, 1.580], [4.680, 0.117, 0.201], [3.461, 0.158, -0.455], [2.305, 0.042, 0.176], [2.242, -0.147, 1.510], [0.657, -0.384, 2.123], [5.575, -0.059, 2.146], [5.610, 0.217, -0.340], [3.398, 0.315, -1.526], [-0.357, 1.931, -0.883], [-4.918, -0.539, -0.343], [-3.230, -0.721, -0.734], [-2.402, -0.109, 0.024], [-3.068, 0.599, 1.019], [-2.454, 1.425, 1.971], [-3.258, 2.064, 2.888], [-4.653, 1.915, 2.867], [-5.270, 1.125, 1.919], [-4.459, 0.471, 0.991], [-2.932, -1.309, -1.590], [-1.377, 1.545, 1.971], [-2.803, 2.703, 3.634], [-5.257, 2.437, 3.599], [-6.347, 1.022, 1.890]]}

***

8.
{"formula": "C3H5FS2", "method": "ωB97M-V/def2-TZVPD", "max_force_ev_per_a": 2.3, "e_lumo_ev": -0.536, "e_tot_ev": -27578.786, "smiles": "FC[C@@H](S)C=S", "mol_weight_da": 124.21, "multiplicity": 1, "orbital_gap_ev": 8.37, "total_charge": 0, "de_lowest_kcal_mol": 16.08, "symbols": ["F", "C", "C", "S", "C", "S", "H", "H", "H", "H", "H"], "coordinates": [[1.599, -1.600, -0.616], [1.322, -1.067, 0.623], [0.289, 0.078, 0.625], [1.024, 1.653, -0.114], [-0.897, -0.360, -0.265], [-2.452, -0.101, -0.013], [0.997, -1.862, 1.240], [2.330, -0.770, 1.044], [0.086, 0.307, 1.686], [1.339, 1.031, -1.242], [-0.584, -1.056, -1.055]]}